(1)
The following is a DFT calculation (ωB97M-V/def2-TZVPD) of a structure of composition C22H26MnN8S2Se.

Each line ends with the Löwdin spin population.
CARTESIAN COORDINATES (ANGSTROEM)
Mn  -0.17539  -0.25595  -0.17477  1.01
C  -1.21222  0.97095  2.37204  0.00
C  -1.83164  -0.40281  2.26789  0.00
N  -0.93450  -1.32430  1.49376  -0.01
C  0.11402  -2.01125  2.31699  0.00
C  1.23006  -1.07613  2.73362  -0.01
S  1.76953  -0.12869  1.27261  -0.05
C  1.67839  1.61950  1.78390  0.00
C  0.48906  2.29725  1.12115  0.00
N  -0.66837  1.35397  1.03327  -0.02
H  -1.95336  1.70487  2.69222  0.00
H  -0.41130  1.00536  3.10213  0.00
H  -2.04497  -0.82073  3.25380  0.00
H  -2.77919  -0.35530  1.72697  0.00
H  -1.54368  -2.08391  1.19428  0.00
H  -0.35184  -2.46186  3.19669  0.00
H  0.50984  -2.82365  1.70487  0.00
H  0.95189  -0.39028  3.52963  0.00
H  2.08850  -1.64968  3.08429  0.00
H  1.64306  1.63584  2.87222  0.00
H  2.61357  2.09395  1.48920  0.00
H  0.20176  3.19633  1.67189  0.00
H  0.73631  2.60071  0.10226  0.00
H  -1.39724  1.87368  0.55123  0.00
Se  1.76739  3.54975  -6.46536  0.00
N  2.56896  2.27673  -5.52984  0.00
C  1.74167  1.92631  -4.57337  0.00
C  2.05893  0.91228  -3.57605  0.00
C  3.24448  0.16301  -3.55950  0.00
C  3.41121  -0.79262  -2.57922  0.00
C  2.43578  -0.95436  -1.59679  0.00
N  1.31193  -0.22852  -1.57313  -0.01
C  1.11797  0.67104  -2.57579  0.00
C  -0.16621  1.33552  -2.57068  0.00
N  -1.00530  0.96138  -1.57502  -0.01
C  -2.24670  1.46595  -1.57415  0.00
C  -2.68004  2.38734  -2.52144  0.00
C  -1.80826  2.81031  -3.50708  0.00
C  -0.52044  2.26414  -3.55093  0.00
C  0.47852  2.59318  -4.55787  0.00
N  0.28380  3.48525  -5.50042  0.00
H  4.00139  0.33849  -4.31526  0.00
H  4.29992  -1.40846  -2.54243  0.00
H  2.57809  -1.68164  -0.80992  0.00
H  -2.92386  1.12263  -0.79903  0.00
H  -3.69260  2.76461  -2.46921  0.00
H  -2.10542  3.54384  -4.24762  0.00
C  -2.96366  -4.25995  -2.65987  0.00
N  -1.97818  -3.41676  -3.38243  0.01
C  -1.74031  -3.48514  -4.69184  0.02
C  -0.74464  -2.54215  -4.99531  0.02
N  -0.42749  -1.94580  -3.84162  0.00
C  -1.16894  -2.45909  -2.80921  0.00
S  -1.14844  -2.11710  -1.17691  0.03
H  -3.41756  -4.92539  -3.38809  0.00
H  -3.72070  -3.61577  -2.21969  0.00
H  -2.44084  -4.83810  -1.90219  0.00
H  -2.25576  -4.17193  -5.34804  0.00
H  -0.28284  -2.30516  -5.94213  0.00
H  0.27933  -1.22745  -3.72566  0.00

The multiplicity is 2. For the frontier orbital gap (alpha / beta), the calculation gives 3.8801 / 3.9769 eV. As for the total charge: +4.


(2)
The following is a DFT calculation (ωB97M-V/def2-TZVPD) of the molecule C22H26N2O3.

Each line ends with the Löwdin charge.
CARTESIAN COORDINATES (ANGSTROEM)
C  2.78426  2.12634  2.96324  -0.08
H  3.55156  1.69212  3.61301  0.09
O  1.50482  1.60999  3.26135  -0.08
C  1.23758  0.33065  2.88077  -0.28
C  -0.09329  -0.07368  2.93053  -0.01
C  -0.45988  -1.33682  2.50915  -0.02
C  0.49127  -2.21885  2.01001  -0.24
C  1.83701  -1.83798  1.99486  -0.15
C  2.19446  -0.57732  2.44469  0.03
H  3.23574  -0.30296  2.42364  0.12
C  2.89187  -2.75625  1.43439  -0.11
H  2.41939  -3.68744  1.12206  0.11
H  3.63657  -2.98745  2.19889  0.12
C  3.60206  -2.10621  0.23577  -0.16
N  2.65488  -1.54872  -0.70095  0.07
C  2.40677  -0.21987  -0.77249  -0.50
O  3.09967  0.61297  -0.22284  0.05
C  1.19454  0.13174  -1.61186  -0.08
H  1.22292  1.19927  -1.83061  0.12
H  1.21091  -0.42139  -2.55314  0.12
C  -0.09420  -0.19348  -0.83524  -0.13
C  -1.29958  0.26776  -1.58248  -0.18
C  -2.13531  -0.47840  -2.36190  -0.02
N  -3.11349  0.30370  -2.91464  -0.11
C  -2.91827  1.59032  -2.49712  -0.18
C  -3.63477  2.74783  -2.77954  -0.02
C  -3.19988  3.92288  -2.20624  -0.10
C  -2.08161  3.95466  -1.36768  -0.10
C  -1.36710  2.81357  -1.08312  -0.02
C  -1.78093  1.60997  -1.65315  -0.12
H  -0.50650  2.84373  -0.43184  0.11
H  -1.77849  4.89814  -0.93790  0.10
H  -3.73319  4.84081  -2.40606  0.10
H  -4.50084  2.72887  -3.42466  0.10
C  -4.16488  -0.14213  -3.78153  -0.03
H  -4.10245  0.35674  -4.75258  0.09
H  -4.07753  -1.21665  -3.93303  0.09
H  -5.14336  0.07384  -3.34396  0.09
H  -2.11008  -1.53375  -2.56352  0.12
H  -0.15906  -1.26985  -0.66013  0.11
H  -0.05276  0.30353  0.13650  0.11
H  1.97509  -2.18656  -1.08447  0.14
H  4.22816  -2.84526  -0.27428  0.12
H  4.23014  -1.27497  0.56083  0.12
O  0.19506  -3.46483  1.50292  -0.11
C  -1.14381  -3.88728  1.52121  -0.09
H  -1.14333  -4.88502  1.08330  0.09
H  -1.53679  -3.94329  2.54141  0.10
H  -1.78395  -3.22967  0.92240  0.09
H  -1.50170  -1.61100  2.55080  0.10
H  -0.83619  0.62118  3.28821  0.12
H  2.72121  3.19679  3.15298  0.09
H  3.04730  1.95131  1.91583  0.08

For the frontier orbital gap, the calculation gives 8.2773 eV. The calculation puts the energy relative to the best compared isomer or geometry (same formula, charge and spin) at 170.47 kJ/mol. The structure (SMILES) is COc1ccc(OC)c(CCNC(=O)CCc2cn(C)c3ccccc23)c1.


(3)
The following is a DFT calculation (ωB97M-V/def2-TZVPD) of the molecule C22H26N2O3S.

Each line ends with the Löwdin charge.
CARTESIAN COORDINATES (ANGSTROEM)
C  -1.44921  4.36038  -3.07101  -0.08
H  -2.46182  3.94982  -3.13634  0.10
O  -0.50576  3.51076  -3.67425  -0.07
C  -0.39240  2.23524  -3.20761  -0.19
C  -1.07255  1.72418  -2.11904  0.03
C  -0.88919  0.39588  -1.72155  -0.27
C  -0.00875  -0.40819  -2.42724  -0.04
C  0.69778  0.09918  -3.50560  0.01
C  0.50873  1.40801  -3.91447  -0.18
O  1.13207  2.00143  -4.97694  -0.04
C  1.94547  1.20084  -5.80137  -0.10
H  2.15267  1.81307  -6.68512  0.14
H  1.43387  0.28796  -6.12602  0.14
C  3.29049  0.82982  -5.16260  -0.55
O  3.91031  -0.16015  -5.47244  0.06
N  3.70770  1.73068  -4.25275  0.19
H  4.58596  1.59578  -3.78211  0.12
H  3.14745  2.54022  -4.04587  0.11
H  1.39322  -0.54230  -4.02257  0.12
H  0.12503  -1.43668  -2.13101  0.10
C  -1.69276  -0.16876  -0.62715  -0.72
N  -1.77239  0.49336  0.53748  -0.13
C  -2.58670  -0.00125  1.62331  -0.18
C  -1.73848  -0.85006  2.58129  -0.12
C  -0.28618  -0.35116  2.58406  -0.31
C  -0.28167  1.16280  2.36511  -0.13
H  0.72736  1.56343  2.47080  0.12
H  -0.90676  1.63545  3.12496  0.12
C  -0.80390  1.48647  0.95543  -0.14
H  -1.26745  2.48157  0.95013  0.13
H  0.02209  1.48956  0.24125  0.12
C  0.43186  -0.73107  3.88593  -0.13
C  0.42790  -2.21945  4.09529  -0.24
C  -0.39931  -2.80862  5.04143  -0.05
C  -0.41716  -4.18251  5.20755  -0.08
C  0.39318  -4.98668  4.42584  -0.10
C  1.22458  -4.40920  3.48104  -0.08
C  1.24140  -3.03617  3.31905  -0.04
H  1.89641  -2.59092  2.58332  0.11
H  1.86177  -5.03093  2.86926  0.10
H  0.37883  -6.05897  4.55294  0.10
H  -1.06622  -4.62560  5.94877  0.10
H  -1.03314  -2.18741  5.65882  0.11
H  1.46312  -0.37168  3.83729  0.12
H  -0.06000  -0.23559  4.72587  0.12
H  0.24680  -0.81843  1.74869  0.15
H  -1.76298  -1.89506  2.27320  0.12
H  -2.16192  -0.78586  3.58417  0.12
H  -3.00423  0.86743  2.14044  0.13
H  -3.40360  -0.59043  1.20546  0.07
S  -2.53143  -1.56224  -0.92010  0.71
H  -1.78400  2.33228  -1.58365  0.12
H  -1.40272  5.29350  -3.63001  0.10
H  -1.20335  4.55627  -2.02133  0.09

For the frontier orbital gap, the calculation gives 8.1792 eV. The calculation puts the energy relative to the best compared isomer or geometry (same formula, charge and spin) at 127.19 kJ/mol. The structure (SMILES) is COc1cc(C(=S)N2CCC(Cc3ccccc3)CC2)ccc1OCC(N)=O.


Number 1: DFT total energy -153453.4830 eV. Number 2: DFT total energy -32359.0609 eV. Number 3: DFT total energy -43194.2688 eV.